1.
Here is a molecular structure, C9H8F5O2ReS3Te from the Open Molecules 2025 dataset. Energies are from ωB97M-V/def2-TZVPD.

Summary:
highest occupied orbital energy (alpha / beta)	-0.4438 / -0.4505	Eh
⟨S²⟩	0.757
lowest unoccupied orbital energy (alpha / beta)	-4.8983 / -5.6481	eV
maximum force	0.14	eV/Å
energy relative to the best compared isomer or geometry (same formula, charge and spin)	0.1	kcal per mole
molecular weight	653.16	g mol⁻¹
gap between HOMO and LUMO (alpha / beta)	0.264 / 0.243	Eh
energy	-69067.7601	eV

Structure (ORCA input):
```
! wB97M-V def2-TZVPD RIJCOSX def2/J DEFGRID3
* xyz 1 2
Re -2.22632 0.06230 0.69539
S -3.92015 -3.35702 3.01166
C -3.29902 -2.13731 2.21830
S -2.07917 -0.92241 2.71056
S -3.61686 -1.62044 0.50164
F -1.72796 3.45158 -0.45685
Te -3.39595 2.68021 -0.62596
F -4.19909 4.10042 0.17927
F -2.50257 1.14822 -1.38689
F -4.99621 1.83536 -0.92825
F -3.51956 3.41250 -2.28985
O -3.10975 1.71975 0.98058
C 0.30638 -2.41957 0.16461
C 0.59328 -0.96836 0.02309
O -0.35909 -0.13635 0.13456
C 1.91003 -0.44782 -0.23426
C 2.10213 0.93482 -0.39106
C 3.36697 1.42954 -0.62447
C 4.44737 0.55524 -0.69915
C 4.27116 -0.81501 -0.54346
C 3.00738 -1.31970 -0.31510
H -0.76543 -2.60291 0.17464
H 0.73434 -2.77537 1.10561
H 0.76740 -2.98421 -0.64444
H 1.25709 1.60647 -0.33404
H 3.51877 2.49234 -0.74919
H 5.43939 0.94701 -0.88203
H 5.11834 -1.48343 -0.60227
H 2.87709 -2.38582 -0.19264
*
```

***

2.
Here is a molecular structure, C10H24O4S3SbW from the Open Molecules 2025 dataset. Energies are from ωB97M-V/def2-TZVPD.

Summary:
highest occupied orbital energy (alpha / beta)	-0.5306 / -0.5578	Eh
⟨S²⟩	3.789
lowest unoccupied orbital energy (alpha / beta)	-7.9738 / -8.5165	eV
maximum force	0.72	eV/Å
energy relative to the best compared isomer or geometry (same formula, charge and spin)	4.1	kcal per mole
molecular weight	610.10	g mol⁻¹
gap between HOMO and LUMO (alpha / beta)	0.238 / 0.245	Eh
energy	-59802.0927	eV

Structure (ORCA input):
```
! wB97M-V def2-TZVPD RIJCOSX def2/J DEFGRID3
* xyz 2 4
W -0.68067 0.48014 0.00947
C -1.00990 1.01194 3.12709
O -0.01580 0.70470 2.09177
C 1.14878 1.58108 2.22515
C 2.20856 1.11379 1.26412
O 1.53648 0.66988 0.06035
C 2.20370 0.73130 -1.23155
C 1.26194 1.40824 -2.17157
O -0.01500 0.70366 -2.06739
C -0.96825 1.14158 -3.09134
H -0.52703 0.89351 4.09047
H -1.81827 0.30291 3.02289
H -1.35849 2.03146 2.99582
H 1.51210 1.49957 3.24521
H 0.82946 2.59631 2.02665
H 2.77969 0.27718 1.65092
H 2.87999 1.93834 1.03693
H 2.40993 -0.28969 -1.53798
H 3.13659 1.28273 -1.15205
H 1.61530 1.32342 -3.19568
H 1.09873 2.45164 -1.91897
H -0.50697 0.97490 -4.05865
H -1.18745 2.19190 -2.93820
H -1.85983 0.53802 -2.98764
S -3.81382 3.08666 -2.04296
Sb -3.39770 2.70763 0.24569
S -2.93326 0.20127 0.13150
S -0.98725 2.89074 0.00248
C 0.98475 -2.34792 1.95148
C -0.43041 -2.38528 1.43862
O -0.50581 -1.81111 0.08634
C -1.29707 -2.63871 -0.84687
C -0.77994 -2.50628 -2.25925
H 1.00650 -2.71196 2.97976
H 1.39407 -1.34071 1.94197
H 1.62417 -2.99060 1.34770
H -1.13662 -1.85903 2.07391
H -0.76471 -3.41461 1.36679
H -2.34188 -2.36565 -0.75534
H -1.18758 -3.66062 -0.49882
H -0.54662 -1.47443 -2.50782
H -1.53721 -2.85744 -2.96035
H 0.12332 -3.09560 -2.40598
*
```

***

3.
Here is C9H13N2PS2 in the gas phase at a distorted geometry from the Open Molecules 2025 dataset. Energies are from ωB97M-V/def2-TZVPD.

Summary:
highest occupied orbital energy (alpha / beta)	-0.2562 / -0.2511	Eh
lowest unoccupied orbital energy (alpha / beta)	-0.6332 / -0.8090	eV
maximum force	4.18	eV/Å
energy relative to the best compared isomer or geometry (same formula, charge and spin)	85.2	kcal per mole
molecular weight	244.33	g mol⁻¹
gap between HOMO and LUMO (alpha / beta)	0.233 / 0.221	Eh
energy	-43480.2302	eV

Structure (ORCA input):
```
! wB97M-V def2-TZVPD RIJCOSX def2/J DEFGRID3
* xyz 0 1
C -2.19720 -1.71971 2.35940
C -0.85823 -1.96991 2.58902
C -2.59901 -0.64843 1.65790
C 0.04302 -1.23466 1.96858
C -1.64109 0.23839 1.02243
C -0.32459 -0.15312 1.11440
C -3.49319 1.30387 -0.08105
C 3.85760 0.55405 -1.06485
C 2.66093 0.16362 -3.18809
N -2.13218 1.27079 0.34580
N 2.76778 -0.13119 -1.76243
P 1.41426 -0.84485 -1.04749
S -0.97351 2.49753 0.06902
S 0.85588 0.78734 0.19058
H -2.85995 -2.20691 3.16516
H -0.43804 -2.77060 3.25614
H -3.73086 -0.45010 1.47300
H 1.05543 -1.56134 2.13684
H -3.85989 0.30685 -0.11840
H -4.11826 1.91006 0.52257
H -3.57319 1.70885 -1.11081
H 3.66199 1.69173 -1.10117
H 3.83114 0.18528 0.01054
H 4.78312 0.34573 -1.64414
H 1.88943 -0.51778 -3.72341
H 2.36624 1.23640 -3.35224
H 3.61236 0.00809 -3.68730
*
```

***

4.
Here is 2 unconnected molecules or ions with the total composition C11H14N2 at a distorted geometry from the Open Molecules 2025 dataset. Energies are from ωB97M-V/def2-TZVPD.

Summary:
highest occupied orbital energy	-0.3095	Eh
lowest unoccupied orbital energy	0.8421	eV
maximum force	1.63	eV/Å
energy relative to the best compared isomer or geometry (same formula, charge and spin)	8.2	kcal per mole
molecular weight	174.25	g mol⁻¹
gap between HOMO and LUMO	0.340	Eh
energy	-14614.0654	eV
SMILES string	Cc1c[nH]cn1.Cc1ccccc1

Structure (ORCA input):
```
! wB97M-V def2-TZVPD RIJCOSX def2/J DEFGRID3
* xyz 0 1
C -0.03403 2.58015 2.16713
C -0.70454 1.42082 1.50713
C -1.51485 1.48269 0.40821
N -2.20110 0.30516 0.36976
C -1.77633 -0.43067 1.42914
N -0.90787 0.22139 2.14668
H -0.70766 3.04557 2.88356
H 0.16486 3.35415 1.42625
H 0.90263 2.32637 2.66067
H -1.59796 2.29992 -0.28842
H -2.67460 -0.07890 -0.43007
H -2.15457 -1.41278 1.66189
C 2.28636 -0.52239 0.57316
C 1.40594 -0.88554 -0.60690
C 0.94162 -2.17635 -0.79150
C 0.09510 -2.46447 -1.87460
C -0.34997 -1.43562 -2.67309
C -0.08265 -0.10456 -2.34540
C 0.86003 0.16008 -1.37407
H 1.97803 0.44914 0.95239
H 3.34786 -0.57400 0.36468
H 2.04020 -1.16976 1.41394
H 1.40922 -2.98322 -0.24875
H -0.10367 -3.51728 -2.01429
H -1.08023 -1.68188 -3.43003
H -0.76762 0.63617 -2.72851
H 1.22581 1.15581 -1.15894
*
```

***

5.
Here is 3 unconnected molecules or ions with the total composition C18H38BBr2ClN3O2P from the Open Molecules 2025 dataset. Energies are from ωB97M-V/def2-TZVPD.

Summary:
highest occupied orbital energy	-0.2890	Eh
lowest unoccupied orbital energy	0.3504	eV
maximum force	0.64	eV/Å
energy relative to the best compared isomer or geometry (same formula, charge and spin)	0.0	kcal per mole
molecular weight	565.57	g mol⁻¹
gap between HOMO and LUMO	0.302	Eh
energy	-190419.4630	eV
SMILES string	CB(O)[PH](CCCCl)(C[C@H](O)CN)[C@@H](Br)[C@H](C)Br.CCCC#N.CCCC#N

Structure (ORCA input):
```
! wB97M-V def2-TZVPD RIJCOSX def2/J DEFGRID3
* xyz 0 1
C -0.89490 -0.68959 2.83383
B -0.08504 0.28252 1.91073
O 0.88294 1.12605 2.43134
P -0.61637 0.51330 0.04192
C 0.20074 1.70299 -1.11024
C 1.69856 1.95890 -0.90160
C 1.94960 3.05111 0.13307
Cl 3.46368 2.78848 1.04535
C -1.90977 1.81316 0.80719
C -3.33825 1.34420 0.58743
O -3.60949 1.48363 -0.81443
C -4.37049 2.10073 1.42930
N -4.80000 1.27636 2.56480
C 0.51051 -0.99194 -0.69686
Br 1.81913 -1.50914 0.65956
C -0.24100 -2.20377 -1.20950
C -0.95627 -1.91318 -2.52106
Br -1.52157 -2.90441 0.09896
H -0.41982 -1.67565 2.80873
H -1.92952 -0.82809 2.50647
H -0.88363 -0.32613 3.86620
H 0.55090 1.90476 2.89251
H -1.71474 -0.17116 -0.49578
H 0.06026 1.25849 -2.10033
H -0.33578 2.65272 -1.12635
H 2.23922 1.05410 -0.61882
H 2.12195 2.28766 -1.85470
H 2.05822 4.02913 -0.33352
H 1.15070 3.09564 0.86963
H -1.77029 1.91431 1.89677
H -1.82546 2.81930 0.38369
H -3.42278 0.28081 0.86288
H -4.05725 0.68977 -1.12946
H -5.23130 2.31261 0.79002
H -3.95742 3.06490 1.75163
H -5.11867 1.84989 3.33577
H -4.02739 0.72020 2.91562
H 1.11677 -0.66354 -1.54579
H 0.45001 -3.02912 -1.37229
H -1.75282 -1.17439 -2.41897
H -1.37194 -2.84370 -2.90642
H -0.21714 -1.57001 -3.25242
C -3.37273 -4.05211 -5.56618
C -2.31486 -4.26490 -6.64075
C -1.36668 -5.42635 -6.31970
C -0.62674 -5.20445 -5.07739
N -0.05657 -5.02957 -4.09565
H -2.91756 -3.79588 -4.60852
H -4.04618 -3.24143 -5.84289
H -3.97312 -4.95214 -5.42160
H -1.72832 -3.35411 -6.77500
H -2.79371 -4.47785 -7.59780
H -0.63998 -5.56791 -7.12088
H -1.92651 -6.35796 -6.21470
C 5.13396 1.18040 4.15140
C 4.97032 2.67982 4.36153
C 6.12213 3.30487 5.15588
C 6.24301 2.73608 6.49866
N 6.33892 2.28092 7.54888
H 5.14520 0.64639 5.10276
H 4.31033 0.78904 3.55416
H 6.06551 0.95694 3.62716
H 4.02834 2.87866 4.87637
H 4.91324 3.17850 3.39396
H 5.98100 4.38159 5.26184
H 7.07042 3.14669 4.63789
*
```

***

6.
Here is C5H10N2O in the gas phase at a distorted geometry from the Open Molecules 2025 dataset. Energies are from ωB97M-V/def2-TZVPD.

Summary:
highest occupied orbital energy	-0.2478	Eh
lowest unoccupied orbital energy	0.8567	eV
maximum force	3.76	eV/Å
energy relative to the best compared isomer or geometry (same formula, charge and spin)	74.1	kcal per mole
molecular weight	114.15	g mol⁻¹
gap between HOMO and LUMO	0.279	Eh
energy	-10372.0903	eV
SMILES string	C=C(O)/C(N)=C(/C)N

Structure (ORCA input):
```
! wB97M-V def2-TZVPD RIJCOSX def2/J DEFGRID3
* xyz 0 1
C -2.51828 1.03550 0.39930
C -1.38802 0.35201 0.29911
O -1.41488 -1.29500 0.46941
C -0.04330 0.61164 0.00558
N 0.64439 1.69040 0.63055
C 0.68764 -0.50710 -0.44657
C 2.07436 -0.76395 0.06474
N 0.34274 -1.15131 -1.60480
H -2.61337 1.99647 -0.08473
H -3.39770 0.62518 0.86993
H -0.91071 -1.50290 1.26738
H 1.16814 2.25197 -0.02932
H 0.01904 2.26438 1.17955
H 2.37548 -1.78775 -0.14220
H 2.78606 -0.09822 -0.42942
H 2.12334 -0.56251 1.12969
H -0.63154 -1.06860 -1.85963
H 0.69661 -2.09021 -1.71857
*
```

***

7.
Here is C5H8O in the gas phase at a distorted geometry from the Open Molecules 2025 dataset. Energies are from ωB97M-V/def2-TZVPD.

Summary:
highest occupied orbital energy	-0.3453	Eh
lowest unoccupied orbital energy	0.8462	eV
maximum force	2.07	eV/Å
energy relative to the best compared isomer or geometry (same formula, charge and spin)	63.2	kcal per mole
molecular weight	84.12	g mol⁻¹
gap between HOMO and LUMO	0.376	Eh
energy	-7359.5150	eV
SMILES string	CC#C[C@@H](C)O

Structure (ORCA input):
```
! wB97M-V def2-TZVPD RIJCOSX def2/J DEFGRID3
* xyz 0 1
C 2.66806 -0.03904 0.16359
C 1.39691 -0.05764 -0.41656
C 0.24054 -0.00488 -0.68331
C -1.09138 0.35889 -0.36855
C -1.95607 -0.83931 -0.12471
O -1.13638 1.11281 0.86281
H 3.05663 -1.05841 0.19508
H 2.26346 0.20935 1.20360
H 3.29147 0.77276 -0.23210
H -1.41097 0.99240 -1.19658
H -1.60630 -1.46381 0.70423
H -2.96117 -0.50773 0.11845
H -2.00072 -1.47398 -1.00825
H -0.75409 1.99860 0.78229
*
```

***

Q: Look up the maximum force of the first one.
A: 0.14 eV/Å

***

Q: What is the formula in the first record?
A: C9H8F5O2ReS3Te

***

Q: What is the energy relative to the best compared isomer or geometry (same formula, charge and spin) in the seventh record?
A: 63.2 kcal per mole

***

Q: What is the energy in the second record?
A: -59802.0927 eV